[1]
{
  "formula": "C33H53BCrF10N4OPS2Si",
  "method": "the ωB97M-V functional and the def2-TZVPD basis",
  "homo_lumo_gap_ha": [0.192, 0.251],
  "multiplicity": 6,
  "total_charge": -2,
  "e_homo_ev": [-1.08, -3.03],
  "symbols": ["Cr", "S", "S", "P", "Si", "F", "F", "F", "F", "F", "F", "F", "F", "F", "F", "O", "N", "N", "N", "N", "C", "C", "C", "C", "C", "C", "C", "C", "C", "C", "C", "C", "C", "C", "C", "C", "C", "C", "C", "C", "C", "C", "C", "C", "C", "C", "C", "C", "C", "C", "C", "C", "C", "B", "H", "H", "H", "H", "H", "H", "H", "H", "H", "H", "H", "H", "H", "H", "H", "H", "H", "H", "H", "H", "H", "H", "H", "H", "H", "H", "H", "H", "H", "H", "H", "H", "H", "H", "H", "H", "H", "H", "H", "H", "H", "H", "H", "H", "H", "H", "H", "H", "H", "H", "H", "H", "H"],
  "coordinates": [[0.321, -1.107, -0.219], [-0.975, -4.384, -3.009], [-1.509, -0.449, 1.482], [1.011, -3.685, 2.583], [-0.250, 0.367, -3.422], [0.972, -2.267, 1.709], [1.749, -4.403, 1.340], [1.410, 3.699, 1.137], [-0.420, -4.081, 1.977], [2.453, -3.233, 3.167], [1.069, -5.052, 3.447], [-0.710, 3.791, 0.269], [-0.330, 2.751, 2.285], [0.283, -2.914, 3.808], [0.416, 1.796, 0.313], [-0.150, -0.070, -1.902], [1.924, -2.388, -1.078], [-3.016, 0.428, -0.481], [3.044, 0.573, 0.167], [-2.856, 1.824, 1.404], [3.209, -2.476, -0.754], [-0.038, -3.328, -1.991], [3.876, 2.571, -1.072], [4.639, 1.744, 3.315], [-2.161, -3.011, -1.202], [2.922, 0.590, -2.205], [-4.992, 1.030, 2.482], [-5.199, 1.345, -1.352], [1.419, -3.262, -1.974], [-5.777, 0.433, -2.430], [3.338, 0.893, 1.437], [4.507, 1.512, 1.962], [-2.519, 0.660, 0.749], [-1.685, -0.492, -4.339], [-4.834, 1.015, 4.003], [1.279, 0.456, 4.613], [-3.489, 0.479, 4.481], [3.769, 1.039, -1.007], [-3.662, 1.424, -1.318], [3.597, 1.388, 4.179], [1.282, -0.113, -4.430], [-0.784, -2.633, -1.076], [5.157, 0.385, -1.122], [4.095, -3.337, -1.381], [5.896, 2.382, 3.853], [2.428, 0.793, 3.707], [-5.515, -1.045, -2.166], [2.260, -4.094, -2.714], [3.608, -4.127, -2.415], [-0.482, 2.233, -3.607], [2.332, 0.535, 2.356], [-2.407, -3.917, -2.190], [-4.223, 2.157, 1.781], [0.204, 3.008, 0.993], [-2.501, -0.307, -0.962], [1.871, 0.806, -2.010], [-4.147, 3.023, 2.443], [0.419, 1.074, 4.346], [-4.779, 2.487, 0.906], [6.037, 3.382, 3.437], [-3.410, 0.539, 5.568], [-1.030, 2.617, -2.744], [-4.452, -1.267, -2.124], [-2.944, -2.630, -0.557], [-2.509, 0.184, -4.580], [4.277, -4.778, -2.968], [-2.075, -1.317, -3.741], [4.405, 2.996, -0.223], [-2.169, 1.998, 2.127], [6.778, 1.792, 3.596], [-4.654, 0.071, 2.077], [3.238, 1.112, -3.111], [1.633, -1.097, -4.106], [5.902, 0.850, -0.478], [-3.353, -0.561, 4.183], [-5.637, 0.406, 4.431], [4.401, 2.850, -1.989], [1.536, 0.634, 5.659], [-2.651, 1.029, 4.053], [1.053, -0.169, -5.497], [0.483, 2.746, -3.614], [0.981, -0.584, 4.492], [-5.947, -1.669, -2.951], [-3.266, 1.292, -2.326], [3.701, 1.579, 5.243], [3.015, -0.485, -2.376], [-5.949, -1.348, -1.211], [5.856, 2.472, 4.938], [1.442, 0.096, 1.950], [2.105, 0.594, -4.296], [-6.053, 1.127, 2.231], [2.878, 3.009, -1.083], [-3.349, -4.353, -2.482], [-6.858, 0.600, -2.491], [5.098, -0.675, -0.874], [3.539, -1.799, 0.028], [5.318, 1.793, 1.308], [-5.587, 2.358, -1.494], [5.125, -3.392, -1.057], [-1.017, 2.510, -4.520], [5.502, 0.472, -2.155], [-4.984, 2.033, 4.383], [-5.362, 0.719, -3.402], [-1.335, -0.921, -5.282], [1.835, -4.733, -3.478], [-5.559, 0.997, -0.379], [-3.338, 2.408, -0.977]]
}

=====

[2]
{
  "formula": "C12H26Cl4FN5O13",
  "method": "the ωB97M-V functional and the def2-TZVPD basis",
  "homo_lumo_gap_ha": 0.377,
  "e_homo_ev": -10.51,
  "symbols": ["Cl", "Cl", "Cl", "Cl", "F", "O", "O", "O", "O", "O", "O", "O", "O", "O", "O", "O", "O", "O", "N", "N", "N", "N", "N", "C", "C", "C", "C", "C", "C", "C", "C", "C", "C", "C", "C", "H", "H", "H", "H", "H", "H", "H", "H", "H", "H", "H", "H", "H", "H", "H", "H", "H", "H", "H", "H", "H", "H", "H", "H", "H", "H"],
  "coordinates": [[1.392, -0.799, -6.760], [-0.997, -1.599, 4.158], [2.242, 0.625, -3.817], [-1.812, 1.324, 5.692], [2.862, 0.107, 0.636], [0.172, 4.511, -0.780], [4.086, 2.853, 4.507], [-0.038, -2.059, -2.034], [-4.219, -2.619, -1.060], [0.459, 1.568, 1.263], [-0.651, 4.041, -2.717], [3.017, 1.172, 3.696], [-1.805, -2.119, -3.259], [-0.100, -3.170, 0.786], [-3.246, -0.732, -0.700], [-1.670, 1.345, 1.017], [1.225, -1.384, 1.117], [1.996, -3.128, -0.028], [-0.745, 4.224, -1.518], [3.428, 2.315, 3.645], [-3.667, -1.815, -0.340], [-0.528, 1.299, 0.608], [-1.002, -2.630, -2.514], [0.937, -2.622, 0.626], [0.014, -0.135, 4.271], [0.516, -0.924, -5.212], [2.617, -1.164, 1.028], [-3.586, -2.118, 1.110], [3.029, 3.133, 2.447], [0.599, 0.341, -4.435], [3.045, -2.172, -0.042], [-2.100, 4.060, -0.915], [-0.293, 0.859, -0.784], [-0.801, 1.115, 4.206], [-1.254, -4.029, -2.051], [-2.424, 3.035, -1.049], [0.700, -0.150, 3.425], [-2.735, 4.792, -1.403], [0.472, 0.090, -0.713], [2.818, 2.437, 1.644], [-3.599, -1.174, 1.645], [-1.514, 1.118, 3.392], [4.005, -2.636, 0.163], [0.279, 1.193, -5.031], [3.090, -1.343, 1.995], [3.088, -1.676, -1.016], [-1.465, -4.642, -2.920], [0.112, 1.680, -1.368], [2.101, 3.612, 2.748], [0.600, -0.176, 5.184], [-2.618, -2.594, 1.281], [-0.517, -1.187, -5.420], [-1.173, 0.359, -1.171], [0.961, -1.746, -4.653], [-0.066, 0.298, -3.573], [-0.371, -4.354, -1.516], [-4.409, -2.755, 1.402], [-0.161, 1.990, 4.139], [3.830, 3.824, 2.226], [-2.017, 4.311, 0.137], [-2.114, -3.981, -1.391]]
}

=====

[3]
{
  "formula": "C6H13NO2",
  "method": "the ωB97M-V functional and the def2-TZVPD basis",
  "homo_lumo_gap_ha": 0.393,
  "e_homo_ev": -9.97,
  "symbols": ["O", "O", "N", "C", "C", "C", "C", "C", "C", "H", "H", "H", "H", "H", "H", "H", "H", "H", "H", "H", "H", "H"],
  "coordinates": [[-2.479, -0.864, 0.227], [-0.105, -1.689, 0.818], [-1.898, 0.513, -1.463], [-0.140, 1.034, 1.741], [0.493, 0.626, 0.417], [2.003, 0.513, 0.555], [-0.129, -0.669, -0.146], [0.512, -1.179, -1.443], [-1.610, -0.281, -0.402], [-1.208, 1.208, 1.625], [2.229, -0.365, 1.155], [0.305, 1.956, 2.109], [1.454, -1.664, -1.202], [-1.040, -1.862, 1.036], [0.704, -0.373, -2.147], [2.407, 1.395, 1.048], [-0.145, -1.910, -1.911], [0.017, 0.249, 2.478], [-1.173, 0.989, -1.969], [-2.859, 0.564, -1.762], [2.496, 0.411, -0.408], [0.167, 1.398, -0.356]]
}

=====

[4]
{
  "formula": "C6H6Br2N2O4",
  "method": "the ωB97M-V functional and the def2-TZVPD basis",
  "homo_lumo_gap_ha": 0.341,
  "e_homo_ev": -10.15,
  "symbols": ["Br", "Br", "O", "O", "O", "O", "N", "N", "C", "C", "C", "C", "C", "C", "H", "H", "H", "H", "H", "H"],
  "coordinates": [[0.697, 1.565, 3.273], [-0.130, -1.499, 2.261], [-1.711, -2.339, -0.440], [0.353, -2.465, -0.938], [-2.152, 0.303, -1.875], [-2.589, 0.272, 0.263], [-1.838, 0.133, -0.687], [-0.633, -1.885, -0.643], [0.269, 0.038, 0.886], [1.806, 0.313, -0.839], [1.734, 0.049, 0.456], [-0.360, 1.241, 1.634], [0.484, 0.213, -1.563], [-0.476, -0.365, -0.492], [0.595, -0.414, -2.332], [0.301, 1.158, -2.102], [2.807, 0.431, -1.218], [2.479, -0.087, 1.250], [-0.285, 2.203, 0.977], [-1.349, 1.133, 2.129]]
}

=====

[5]
{
  "formula": "C14H12BCl2NO3",
  "method": "the ωB97M-V functional and the def2-TZVPD basis",
  "homo_lumo_gap_ha": 0.331,
  "e_homo_ev": -8.73,
  "symbols": ["Cl", "Cl", "O", "O", "O", "N", "C", "C", "C", "C", "C", "C", "C", "C", "C", "C", "C", "C", "C", "C", "B", "H", "H", "H", "H", "H", "H", "H", "H", "H", "H", "H", "H"],
  "coordinates": [[-0.973, -2.560, -2.881], [2.363, -1.306, 1.905], [3.665, 3.251, 1.342], [3.176, 1.593, 3.155], [0.994, -1.833, -0.795], [-5.196, -0.846, -0.720], [3.048, 1.791, -0.429], [-2.038, -0.933, 1.129], [1.823, -0.702, -0.627], [-0.338, -1.699, -0.394], [2.061, 0.059, -1.784], [2.830, 1.018, 0.719], [-0.710, -1.127, 0.838], [-1.383, -2.097, -1.262], [3.655, 3.111, -0.053], [2.665, 1.329, -1.688], [-3.043, -1.293, 0.259], [2.269, -0.234, 0.623], [-2.719, -1.980, -0.901], [-4.445, -0.919, 0.513], [3.282, 2.013, 1.816], [2.863, 0.693, 3.062], [-4.906, -0.108, -1.337], [3.076, 3.965, -0.451], [4.664, 3.203, -0.429], [0.061, -0.843, 1.516], [-6.198, -0.743, -0.553], [-3.471, -2.270, -1.596], [-4.858, -1.666, 1.215], [-2.309, -0.478, 2.086], [1.738, -0.333, -2.743], [-4.491, 0.047, 1.066], [2.848, 1.895, -2.600]]
}

=====

[6]
{
  "formula": "C6H9NO2",
  "method": "the ωB97M-V functional and the def2-TZVPD basis",
  "homo_lumo_gap_ha": 0.374,
  "e_homo_ev": -9.33,
  "symbols": ["O", "O", "N", "C", "C", "C", "C", "C", "C", "H", "H", "H", "H", "H", "H", "H", "H", "H"],
  "coordinates": [[2.801, -0.890, -0.254], [-0.496, 0.294, -1.074], [1.760, 0.810, 0.597], [1.790, -0.160, -0.321], [0.462, -0.729, -0.772], [-0.437, -1.313, 0.339], [-1.363, -0.169, -0.037], [-2.840, -0.126, -0.168], [-2.121, 0.773, 0.827], [2.648, 0.570, 1.208], [-3.409, -0.977, 0.210], [1.158, 1.603, 0.409], [-0.017, -1.271, 1.351], [-2.194, 0.544, 1.891], [-0.825, -2.315, 0.129], [-2.051, 1.834, 0.581], [0.655, -1.398, -1.623], [-3.244, 0.345, -1.066]]
}

=====

no.,energy (eV)
1,-138216.747
2,-99728.159
3,-12018.725
4,-157566.936
5,-48068.437
6,-11950.741